Record 1
Below is a structure of composition C32H39ClEuFN9O4, with properties calculated with ωB97M-V with the def2-TZVPD basis set.

Its total energy is -3307.02525 Eh. Its spin multiplicity is 8. The molecular weight comes out at 820.14 Da. For the energy above the lowest of the compared OMol25 structures with the same formula, charge and spin, the calculation gives 50.81 kcal per mole. The frontier orbital gap (alpha / beta) is 0.180 / 0.322 Ha.

Atoms and positions in Å:
Eu 0.13 0.78 -0.74
C 0.08 4.92 -0.11
C -1.18 4.06 -0.01
N -1.28 3.14 -1.16
C -2.62 2.55 -1.27
C -2.73 1.84 -2.61
N -1.65 0.86 -2.76
C -1.14 0.80 -4.14
C -0.02 1.82 -4.37
C 1.38 1.24 -4.15
N 1.79 1.16 -2.73
C 2.88 2.08 -2.37
C 2.31 3.35 -1.76
N 1.65 3.00 -0.49
C 1.34 4.17 0.33
H -0.04 5.78 0.55
H 0.19 5.29 -1.12
H -2.06 4.72 0.03
H -1.16 3.45 0.89
H -1.16 3.73 -1.99
H -3.41 3.32 -1.19
H -2.75 1.84 -0.46
H -2.64 2.58 -3.42
H -3.72 1.38 -2.71
H -2.02 -0.07 -2.54
H -1.96 0.99 -4.85
H -0.76 -0.20 -4.34
H -0.16 2.69 -3.72
H -0.06 2.17 -5.40
H 2.10 1.85 -4.69
H 1.40 0.24 -4.58
H 2.11 0.20 -2.57
H 3.50 2.33 -3.24
H 3.52 1.60 -1.63
H 1.57 3.79 -2.44
H 3.11 4.09 -1.60
H 2.34 2.48 0.05
H 2.18 4.88 0.32
H 1.19 3.83 1.35
O -0.58 -6.02 -0.97
C -0.22 -4.75 -1.19
O 0.76 -4.48 -1.83
C -1.06 -3.69 -0.60
C -2.20 -3.70 0.20
Cl -3.22 -5.01 0.55
N -2.45 -2.43 0.59
N -1.54 -1.59 0.05
C -0.70 -2.34 -0.64
C 0.38 -1.55 -1.34
O 0.15 -1.19 -2.50
O 1.30 -1.08 -0.63
C -3.34 -1.89 1.55
C -3.81 -2.64 2.63
C -4.59 -2.02 3.59
C -4.86 -0.67 3.52
C -4.37 0.07 2.46
C -3.63 -0.54 1.47
H -1.35 -6.09 -0.37
H -3.57 -3.68 2.73
H -4.96 -2.61 4.42
H -5.43 -0.19 4.31
H -4.55 1.13 2.41
H -3.23 0.03 0.64
C 1.64 0.76 3.80
C 1.23 1.16 2.54
N 1.85 0.78 1.41
C 2.88 -0.06 1.53
C 3.33 -0.57 2.74
C 2.71 -0.12 3.91
C 4.42 -1.55 2.78
C 4.25 -2.84 2.48
C 2.95 -3.43 2.17
C 2.82 -4.74 1.70
C 1.54 -5.19 1.45
N 0.47 -4.43 1.66
C 0.70 -3.21 2.12
N 1.87 -2.68 2.39
H 1.12 1.11 4.67
H 0.38 1.81 2.43
H 3.37 -0.36 0.62
H 3.04 -0.48 4.87
H 5.40 -1.18 3.05
H 5.09 -3.52 2.49
H 3.68 -5.38 1.54
H 1.34 -6.18 1.07
H -0.16 -2.58 2.32
F -1.10 1.09 0.82

Atomic partial charges in e from the Mulliken method, atoms 1 to 2: 0.73 -0.98



Record 2
Below is a cluster of 2 separate species, C2H8IN2 in total, with properties calculated with ωB97M-V with the def2-TZVPD basis set.

Its total energy is -487.81955 Eh. The molecular weight comes out at 187.00 Da. For the energy above the lowest of the compared OMol25 structures with the same formula, charge and spin, the calculation gives 89.96 kcal per mole. The frontier orbital gap is 0.333 Ha. As for the net charge: +1.

Atoms and positions in Å:
C -0.05 2.26 -0.30
C 0.87 -0.95 -0.10
N 0.57 -1.65 -1.04
N -0.05 -1.22 1.19
I -2.30 1.93 -0.15
H 0.17 2.75 -1.34
H 0.20 3.08 0.49
H 0.60 1.42 -0.09
H -0.38 -2.20 -1.02
H 1.33 -1.66 -1.67
H 0.10 -0.71 2.05
H -0.88 -0.83 0.69
H -0.18 -2.22 1.27

Atomic partial charges in e from the Mulliken method, atoms 1 to 2: -0.78 -0.30



Record 3
Below is a structure of composition HNO3S3, with properties calculated with ωB97M-V with the def2-TZVPD basis set.

Its total energy is -1475.53531 Eh. The molecular weight comes out at 159.21 Da. For the energy above the lowest of the compared OMol25 structures with the same formula, charge and spin, the calculation gives 27.35 kcal per mole. The frontier orbital gap is 0.336 Ha.

Atoms and positions in Å:
N 0.85 0.07 -1.04
O -0.90 -1.65 1.09
O -1.77 0.54 -0.74
O -0.09 2.04 0.21
S 1.83 -0.37 0.61
S -0.17 -0.46 1.53
S -0.48 0.72 -0.22
H 0.73 -0.88 -1.46

Atomic partial charges in e from the Mulliken method, atoms 1 to 2: -0.41 -0.46



Record 4
Below is an isolated molecule of C3H4S2, with properties calculated with ωB97M-V with the def2-TZVPD basis set.

Its total energy is -912.96846 Eh. The molecular weight comes out at 104.20 Da. For the energy above the lowest of the compared OMol25 structures with the same formula, charge and spin, the calculation gives 57.75 kcal per mole. The frontier orbital gap is 0.292 Ha.

Atoms and positions in Å:
C -1.74 1.11 -0.14
C -0.69 0.29 -0.11
S -0.27 -1.36 -0.25
C 1.53 -1.00 0.07
S 1.49 0.88 -0.28
H -1.38 2.02 0.36
H -2.75 0.77 -0.30
H 1.57 -1.13 1.09
H 2.25 -1.58 -0.45

Atomic partial charges in e from the Mulliken method, atoms 1 to 2: -0.40 0.00